(1)
The following is a quantum chemistry calculation of a molecular structure, C9H18F5GaI2OP2 at a distorted geometry, from the Open Molecules 2025 dataset.

Charge: +2
Energy above the lowest of the compared OMol25 structures with the same formula, charge and spin: 0.0 kJ/mol
Max |F|: 4.3 eV Å⁻¹
HOMO (alpha / beta): -15.89 / -15.63 eV
Frontier orbital gap (alpha / beta): 4.804 / 6.515 eV

Last column: Löwdin charge in e.
Cartesian coordinates (Å):
I (1.4653, 3.2605, -1.8280)  0.48
I (1.1221, -2.1851, -1.8644)  0.64
Ga (-0.1834, -0.4797, -0.5751)  0.05
P (2.1843, -0.2114, 2.0518)  0.90
C (3.7799, 0.5419, 1.7980)  -0.14
C (1.3556, 0.3951, 3.5362)  -0.13
H (1.7657, -0.0791, 4.4399)  0.10
H (2.7729, -2.3984, 2.8104)  0.10
H (0.2870, 0.1484, 3.4670)  0.08
H (1.2292, -2.3792, 1.9032)  0.06
H (3.7185, 1.6451, 1.8762)  0.09
H (1.4642, 1.4811, 3.5986)  0.09
C (2.2583, -1.9786, 1.9357)  -0.16
H (4.5009, 0.1503, 2.5349)  0.10
H (2.7719, -2.2565, 1.0016)  0.06
H (4.1287, 0.2789, 0.7771)  0.09
P (-1.8304, 0.3060, -2.0979)  0.76
C (-1.0016, 1.2904, -3.3771)  -0.29
C (-2.5941, -1.1239, -2.9366)  -0.19
H (-3.2352, 1.0756, -0.3078)  0.04
H (-4.0462, 1.2063, -1.8975)  0.09
H (-2.7625, 2.3923, -1.4284)  0.08
C (-3.0823, 1.3380, -1.3683)  -0.21
H (-2.7466, -1.9326, -2.2221)  0.05
H (-3.5533, -0.8264, -3.3478)  0.07
H (-1.6565, 1.4315, -4.2367)  0.08
H (-0.0721, 0.7880, -3.6490)  0.04
H (-1.9358, -1.4860, -3.7234)  0.06
H (-0.7079, 2.2563, -2.9330)  -0.09
C (0.9930, 0.5307, 0.8208)  -0.36
O (0.8812, 1.7436, 0.6977)  -0.05
F (-0.7617, -1.8338, 1.9355)  -0.01
C (-1.4096, -1.6897, 0.7007)  -0.41
F (-1.5123, -2.9555, 0.1741)  0.04
C (-2.8233, -1.2281, 1.0806)  -0.53
F (-3.3390, -2.0038, 2.0512)  0.19
F (-2.7607, 0.0574, 1.5880)  0.10
F (-3.7034, -1.2449, 0.0435)  0.14

=====

(2)
The following is a quantum chemistry calculation of a molecular structure, C9H18F9O12S6Zn2 at a distorted geometry, from the Open Molecules 2025 dataset.

Charge: +1
Energy above the lowest of the compared OMol25 structures with the same formula, charge and spin: 183.7 kJ/mol
Max |F|: 4.8 eV Å⁻¹
HOMO: -12.01 eV
Frontier orbital gap: 6.286 eV

Last column: Löwdin charge in e.
Cartesian coordinates (Å):
Zn (-5.6744, 13.1296, 14.9467)  0.43
Zn (-5.1501, 8.8439, 12.8753)  1.11
C (-9.2581, 10.6169, 13.3895)  -0.58
F (-9.8803, 9.4497, 13.3110)  0.17
F (-8.7296, 11.0000, 12.2322)  0.15
F (-10.0461, 11.5993, 13.8853)  0.12
S (-7.6728, 10.3982, 14.5707)  0.62
O (-6.8077, 9.5464, 13.7950)  -0.36
O (-7.1247, 11.7738, 14.6922)  -0.35
O (-8.0134, 9.7819, 15.8648)  -0.29
C (-3.4265, 12.2368, 11.1694)  -0.70
F (-3.3452, 13.5092, 10.8492)  0.17
F (-3.1683, 11.4869, 10.1428)  0.20
F (-2.5660, 12.0391, 12.1598)  0.16
S (-5.1714, 12.0189, 11.7842)  0.68
O (-5.3640, 10.5287, 11.8796)  -0.38
O (-5.3211, 12.6837, 13.1169)  -0.31
O (-6.0222, 12.5588, 10.7477)  -0.23
C (-3.7584, 9.3938, 17.0812)  -0.55
F (-3.4711, 10.1195, 18.2438)  0.09
F (-2.8197, 8.4112, 17.0547)  0.13
F (-4.9394, 8.8601, 17.2084)  0.17
S (-3.7877, 10.4902, 15.4614)  0.66
O (-4.7777, 11.5616, 15.7275)  -0.33
O (-2.4378, 11.0300, 15.2736)  -0.26
O (-4.2346, 9.6164, 14.3498)  -0.36
C (-6.7747, 11.8433, 18.7105)  -0.24
S (-7.1207, 13.4787, 18.0396)  0.97
O (-6.4188, 13.6110, 16.6592)  -0.59
C (-8.9414, 13.1892, 17.7191)  -0.19
H (-7.4810, 11.5400, 19.4832)  0.07
H (-5.7504, 11.8181, 19.0823)  0.05
H (-6.9026, 11.0650, 17.9582)  0.05
H (-9.4714, 13.1539, 18.6708)  0.07
H (-8.9872, 12.3801, 16.9901)  0.05
H (-9.2549, 14.0559, 17.1371)  0.02
C (-2.8672, 13.8888, 17.3547)  -0.20
S (-2.6963, 14.6164, 15.6342)  0.96
O (-4.0855, 14.3829, 15.0872)  -0.56
C (-2.5656, 16.3805, 16.1227)  -0.23
H (-3.6459, 14.3861, 17.9329)  0.05
H (-1.9740, 14.1478, 17.9231)  0.06
H (-3.1525, 12.8452, 17.4873)  0.03
H (-2.6514, 16.9759, 15.2138)  0.06
H (-1.6638, 16.6490, 16.6729)  0.07
H (-3.4513, 16.5954, 16.7206)  0.06
C (-9.4290, 14.9499, 13.2540)  -0.22
S (-8.2529, 15.3771, 14.5858)  0.95
O (-6.9747, 14.5228, 14.3870)  -0.56
C (-7.9167, 17.1513, 14.0667)  -0.20
H (-9.8922, 13.9896, 13.4806)  0.03
H (-8.9417, 14.8419, 12.2850)  0.07
H (-10.2059, 15.6991, 13.1017)  0.06
H (-7.4137, 17.7477, 14.8279)  0.06
H (-8.8687, 17.5831, 13.7579)  0.05
H (-7.3855, 17.0385, 13.1217)  0.06

=====

(3)
The following is a quantum chemistry calculation of 2 unconnected molecules or ions with the total composition C9H18FNOS at a distorted geometry, from the Open Molecules 2025 dataset.

Energy above the lowest of the compared OMol25 structures with the same formula, charge and spin: 162.8 kJ/mol
Max |F|: 5.9 eV Å⁻¹
HOMO: -8.92 eV
Frontier orbital gap: 9.647 eV

Last column: Löwdin charge in e.
Cartesian coordinates (Å):
C (-0.6686, -2.3388, -0.1524)  -0.27
C (0.6552, 1.5772, -0.7755)  -0.33
C (-0.1906, 1.3503, -2.0309)  -0.04
C (3.1679, -0.6499, 0.5237)  -0.04
C (0.4606, 3.9540, -0.7978)  0.05
C (2.0320, 0.4276, 0.7644)  -0.25
C (-3.1034, -2.2895, 1.7103)  -0.24
C (-3.0231, -1.4055, 0.4398)  -0.26
C (0.7391, 2.8853, -0.0716)  -0.07
N (1.2393, 0.5119, -0.3916)  0.02
O (-0.8179, -0.7217, 1.7646)  -0.52
F (-2.9342, -3.6520, 1.4161)  -0.09
S (-1.2609, -0.7461, 0.3701)  0.88
H (0.4711, -2.2969, -0.3095)  0.07
H (-0.7972, -3.1239, 0.6712)  0.08
H (0.3016, 0.6021, -2.6411)  0.09
H (-0.2981, 2.2095, -2.5156)  0.00
H (-1.1861, 0.9155, -1.9285)  0.06
H (3.5736, -1.1337, 1.3907)  0.07
H (2.8624, -1.3936, -0.0823)  0.02
H (3.9432, -0.1780, 0.0908)  0.02
H (0.2057, 4.0365, -1.8289)  0.06
H (-1.1794, -2.9132, -0.9581)  0.07
H (0.5545, 4.9128, -0.3223)  0.06
H (2.3069, 1.3856, 1.0365)  0.07
H (1.5756, 0.0195, 1.6221)  0.08
H (-2.4440, -1.9859, 2.4978)  0.08
H (-4.1641, -2.2114, 2.3301)  0.16
H (-3.2846, -2.0542, -0.3121)  0.06
H (-3.6756, -0.6757, 0.7113)  0.05
H (0.9921, 3.0030, 0.8755)  0.06

=====

(4)
The following is a quantum chemistry calculation of 2 unconnected molecules or ions with the total composition C9H18N2O at a distorted geometry, from the Open Molecules 2025 dataset.

Energy above the lowest of the compared OMol25 structures with the same formula, charge and spin: 319.6 kJ/mol
Max |F|: 4.9 eV Å⁻¹
HOMO: -7.53 eV
Frontier orbital gap: 8.335 eV

Last column: Löwdin charge in e.
Cartesian coordinates (Å):
C (-1.0135, 0.5565, 1.2700)  -0.13
C (2.2126, -0.1339, -0.4806)  -0.35
C (-2.1291, 0.6703, 0.4288)  -0.30
C (1.7386, -0.3586, -1.9017)  -0.04
C (-2.5771, 2.0095, 0.0136)  -0.07
C (4.2832, -0.8365, 0.7954)  -0.09
C (-3.8656, -1.0621, -0.0604)  -0.09
C (2.7955, -1.2201, 0.4367)  -0.18
C (-2.4900, -0.4866, -0.4616)  -0.22
N (2.2242, 1.0922, -0.1476)  -0.12
N (2.4168, 2.1580, 0.1535)  0.20
O (-0.3599, 1.5807, 1.9183)  0.02
H (-0.8230, -0.4574, 1.5462)  0.11
H (2.1706, 0.3515, -2.6505)  0.09
H (0.6905, -0.3602, -1.9050)  0.04
H (2.0510, -1.3623, -2.1639)  0.07
H (-3.2822, 1.8318, -0.8530)  0.10
H (-1.7623, 2.6371, -0.2391)  0.07
H (-3.2177, 2.4961, 0.7501)  0.08
H (4.7076, -1.6095, 1.5258)  0.09
H (4.2488, 0.1472, 1.1399)  0.03
H (4.9544, -1.1056, -0.0857)  0.09
H (-4.7800, -0.5799, -0.4640)  0.08
H (-4.1028, -1.2254, 0.9022)  0.02
H (-3.8636, -2.0848, -0.5135)  0.08
H (2.1544, -1.3996, 1.2474)  0.07
H (2.6659, -2.1931, -0.1413)  0.12
H (-2.5941, -0.2552, -1.4806)  0.09
H (-1.7556, -1.2054, -0.2485)  0.08
H (-0.6977, 2.4052, 1.6688)  0.05

=====

(5)
The following is a quantum chemistry calculation of 2 unconnected molecules or ions with the total composition C9H18N2O2 at a distorted geometry, from the Open Molecules 2025 dataset.

Energy above the lowest of the compared OMol25 structures with the same formula, charge and spin: 332.1 kJ/mol
Max |F|: 4.6 eV Å⁻¹
HOMO: -8.82 eV
SMILES string: CC(C)=NN(C)C(=O)O.C=C(C)C
Frontier orbital gap: 9.470 eV

Last column: Löwdin charge in e.
Cartesian coordinates (Å):
C (-2.3480, 0.5066, -0.2830)  -0.34
C (-0.2592, -2.2469, -0.1113)  -0.55
C (-2.9364, 0.9749, -1.6084)  0.00
C (-2.6842, 1.2551, 1.0030)  0.00
C (1.4597, 1.0620, -0.6759)  0.02
C (3.3432, 0.8394, 0.9677)  -0.04
C (3.1003, -0.6424, -1.1781)  -0.07
C (-0.7892, -0.8772, 1.8384)  -0.02
C (2.5772, 0.4313, -0.3243)  -0.39
N (-1.7136, -0.5543, -0.4638)  0.06
N (-1.0808, -1.2527, 0.4727)  -0.09
O (-0.3926, -2.3742, -1.4450)  0.11
O (0.4755, -2.9085, 0.5715)  0.08
H (-2.3335, 0.5602, -2.3207)  0.06
H (-3.9224, 0.7635, -1.5321)  0.06
H (-2.7544, 1.9865, -1.6161)  0.05
H (-3.0520, 2.2052, 0.5761)  0.09
H (-3.4611, 0.6253, 1.3473)  0.08
H (-1.8572, 1.4374, 1.6388)  0.05
H (-1.2766, -2.0060, -1.5927)  0.09
H (0.9273, 1.8041, -0.1302)  0.05
H (1.0978, 0.8885, -1.6050)  0.02
H (4.4379, 1.1178, 0.8952)  0.10
H (3.1884, -0.0719, 1.5780)  0.09
H (2.9201, 1.6328, 1.4090)  0.01
H (2.8369, -1.5120, -0.7106)  0.04
H (2.5087, -0.7896, -2.0370)  0.07
H (4.2401, -0.5058, -1.2709)  0.12
H (-0.7327, 0.1230, 2.0013)  0.01
H (-1.7229, -1.0846, 2.3545)  0.09
H (0.2037, -1.3873, 2.2513)  0.15

=====

(6)
The following is a quantum chemistry calculation of a single C9H18N2O3 molecule at a distorted geometry, from the Open Molecules 2025 dataset.

Energy above the lowest of the compared OMol25 structures with the same formula, charge and spin: 0.0 kJ/mol
Max |F|: 1.5 eV Å⁻¹
HOMO: -9.74 eV
SMILES string: CC[C@H](C)[C@H](N)C(=O)N[C@@H](C)C(=O)O
Frontier orbital gap: 10.156 eV

Last column: Löwdin charge in e.
Cartesian coordinates (Å):
C (-1.4288, 0.7358, 0.1749)  -0.30
C (0.0538, 0.5090, 0.4785)  -0.42
C (-2.0180, -0.5097, -0.5491)  -0.33
C (-1.6514, -1.8095, 0.1714)  -0.05
C (-3.5303, -0.3610, -0.7673)  -0.23
C (-4.3609, -0.2115, 0.5052)  -0.09
C (2.3912, 0.7166, -0.4167)  -0.24
C (2.8677, -0.7542, -0.3837)  -0.49
C (2.9870, 1.4944, 0.7567)  -0.02
H (-1.5733, 1.8110, -1.6102)  0.10
H (-1.2598, 2.7680, -0.2291)  0.09
H (-1.8652, 0.8141, 1.1703)  0.14
H (-1.5407, -0.5355, -1.5258)  0.13
H (-2.1756, -2.6685, -0.3003)  0.10
H (-1.9420, -1.7525, 1.2210)  0.09
H (-0.6064, -2.0167, 0.1370)  0.06
H (-3.6837, 0.4994, -1.4038)  0.09
H (-3.8511, -1.2496, -1.3128)  0.11
H (-4.1262, 0.7334, 1.0209)  0.07
H (-5.4275, -0.1992, 0.2686)  0.07
H (-4.1608, -1.0306, 1.2068)  0.07
H (0.5576, 1.2633, -1.3139)  0.13
H (2.7762, 1.0993, -1.3635)  0.15
H (2.7550, 2.5301, 0.6882)  0.07
H (2.5813, 1.1322, 1.6975)  0.08
H (4.0781, 1.3825, 0.7438)  0.10
H (1.7111, -1.0492, 1.1135)  0.06
N (-1.7460, 1.9331, -0.5811)  0.05
N (0.9332, 0.8336, -0.4900)  0.13
O (0.4033, -0.0200, 1.5402)  0.03
O (3.6854, -1.1532, -1.1747)  0.11
O (2.3589, -1.5466, 0.5682)  0.12

=====

(7)
The following is a quantum chemistry calculation of 2 unconnected molecules or ions with the total composition C9H18N2O3Si at a distorted geometry, from the Open Molecules 2025 dataset.

Energy above the lowest of the compared OMol25 structures with the same formula, charge and spin: 344.8 kJ/mol
Max |F|: 3.9 eV Å⁻¹
HOMO: -7.81 eV
Frontier orbital gap: 8.410 eV

Last column: Löwdin charge in e.
Cartesian coordinates (Å):
C (-0.9681, 0.4377, -3.4863)  -0.19
C (-2.0015, 0.6940, -2.6253)  -0.09
C (-0.1656, 0.0425, -1.4790)  -0.17
C (-1.8740, 1.4596, 2.3043)  -0.10
C (2.9882, -1.3664, -1.4019)  -0.08
C (2.7803, 1.2177, 1.3768)  -0.15
C (-0.5998, -2.6819, 1.0699)  -0.12
C (-1.3223, 1.4445, 0.8834)  -0.24
C (-2.2336, 0.5423, -0.0322)  -0.11
N (0.1723, -0.0117, -2.7931)  -0.01
N (-1.4691, 0.4901, -1.3316)  -0.13
O (2.2506, -1.7413, -0.2844)  -0.16
O (1.8662, 0.2008, 1.6755)  -0.17
O (0.2279, -1.6528, 1.5862)  -0.19
Si (1.3429, -0.9424, 0.6810)  0.40
H (-0.8743, 0.5631, -4.5310)  0.07
H (-2.9633, 1.0532, -2.8582)  0.08
H (-2.1375, 0.4285, 2.5297)  0.06
H (-2.8309, 1.9906, 2.4805)  0.07
H (-1.1686, 1.9901, 3.0137)  0.09
H (3.6544, -2.2062, -1.6287)  0.10
H (3.4322, -0.4628, -1.1309)  0.07
H (2.2753, -1.3442, -2.1724)  0.05
H (2.8345, 1.5120, 0.2809)  0.09
H (3.8274, 0.9991, 1.6711)  0.09
H (2.4819, 2.2758, 1.8471)  0.13
H (-0.7880, -2.6374, -0.0276)  0.09
H (-1.6473, -2.4393, 1.5334)  0.11
H (-0.0778, -3.5726, 1.4576)  0.10
H (-1.1436, 2.3235, 0.3578)  0.09
H (-0.3643, 0.9778, 0.8250)  0.02
H (-3.2534, 0.8879, -0.1594)  0.12
H (-2.2508, -0.4719, 0.3679)  0.09

=====

(8)
The following is a quantum chemistry calculation of a single C9H18NP molecule at a distorted geometry, from the Open Molecules 2025 dataset.

Energy above the lowest of the compared OMol25 structures with the same formula, charge and spin: 206.1 kJ/mol
Max |F|: 6.3 eV Å⁻¹
HOMO: -8.86 eV
SMILES string: CC[C@H](C)CC[C@H]1N=C1PC
Frontier orbital gap: 9.605 eV

Last column: Löwdin charge in e.
Cartesian coordinates (Å):
C (-2.9217, 0.7644, -0.1235)  -0.50
C (-1.4864, 1.4873, 0.0493)  -0.27
C (3.0518, 0.8062, 1.1457)  -0.12
C (1.5372, -1.3675, -1.8597)  -0.07
C (-3.4241, -1.3545, 1.4584)  -0.36
C (-0.3092, 1.0906, -0.7548)  -0.16
C (2.7338, 0.3892, -0.3071)  -0.23
C (0.3342, -0.1423, 0.0321)  -0.17
C (1.6899, -0.7987, -0.3957)  -0.33
N (-2.7752, 1.9709, -0.5856)  0.09
P (-3.8877, -0.6831, -0.2172)  0.86
H (-1.3121, 1.8963, 1.0205)  0.10
H (3.4104, -0.0905, 1.7434)  0.09
H (2.1894, 1.2906, 1.7076)  0.08
H (3.8436, 1.5365, 1.2009)  0.05
H (1.1976, -0.6486, -2.5939)  0.06
H (2.5614, -1.4742, -2.3568)  0.08
H (1.1324, -2.4063, -1.8944)  0.08
H (-3.8268, -2.3637, 1.4870)  0.00
H (-3.9405, -0.8121, 2.3859)  0.08
H (-2.3240, -1.1391, 1.3976)  0.01
H (-0.6878, 0.8084, -1.6752)  0.08
H (0.4346, 1.9321, -0.7312)  0.12
H (2.1314, 1.2209, -0.7644)  0.08
H (3.6932, 0.2163, -0.9528)  0.13
H (0.4735, 0.2478, 1.0295)  0.09
H (-0.4120, -0.8701, 0.0925)  0.07
H (1.9019, -1.5431, 0.2658)  0.09
H (-5.0091, 0.0361, 0.1960)  -0.06